[1]
{"formula": "C51H53BrN6O2P2Y", "method": "wB97M-V/def2-TZVPD", "symbols": ["Y", "O", "C", "C", "C", "C", "C", "C", "C", "O", "N", "N", "C", "C", "Br", "C", "C", "C", "C", "C", "C", "C", "H", "H", "H", "H", "H", "H", "H", "H", "H", "H", "H", "H", "H", "H", "C", "P", "C", "C", "C", "C", "C", "C", "C", "C", "C", "C", "C", "C", "C", "C", "C", "C", "C", "P", "C", "C", "C", "C", "C", "C", "C", "C", "C", "C", "C", "C", "N", "H", "H", "H", "H", "H", "H", "H", "H", "H", "H", "H", "H", "H", "H", "H", "H", "H", "H", "H", "H", "H", "H", "H", "H", "H", "H", "C", "N", "C", "C", "N", "N", "C", "C", "H", "H", "H", "H", "H", "H", "H", "H", "H", "H", "H", "H", "H"], "xyz": [[-0.214693, -0.142069, 0.273534], [-3.623895, -3.658659, -2.567079], [-4.595901, -2.762239, -2.117811], [-5.927376, -2.770079, -2.428281], [-6.825870, -1.949792, -1.757037], [-6.323570, -0.959332, -0.932630], [-4.956490, -0.937697, -0.608743], [-4.063069, -1.795392, -1.222460], [-2.526225, -1.559594, -1.169264], [-2.302167, -0.505493, -0.356440], [-1.712453, -2.754052, -0.789014], [-0.695755, -2.487533, 0.092941], [-0.253787, -3.522787, 0.779232], [0.313318, -3.410887, 2.057319], [0.288271, -1.549738, 2.698181], [0.773936, -4.458216, 2.843469], [0.792965, -5.865851, 2.563856], [1.128024, -6.387279, 1.283860], [0.995726, -7.746818, 1.032330], [0.652078, -8.660826, 2.029463], [0.161035, -8.144969, 3.253778], [0.267037, -6.773482, 3.510622], [-4.018640, -4.267357, -3.228301], [-6.326286, -3.440798, -3.204973], [-7.885584, -1.983554, -2.007175], [-7.006966, -0.166358, -0.615951], [-4.578468, -0.195615, 0.062238], [-2.170941, -1.425232, -2.254075], [-1.555963, -3.351845, -1.627531], [-0.378849, -4.517554, 0.292073], [1.063864, -4.174555, 3.852037], [1.503520, -5.767104, 0.462805], [1.173215, -8.124839, 0.023709], [0.819735, -9.720860, 1.779203], [-0.278913, -8.831628, 3.983227], [0.021908, -6.396766, 4.491908], [2.218496, -1.060847, -2.487986], [2.839260, -0.445670, -0.822737], [4.168925, 0.686469, -1.385249], [5.496857, 0.514189, -0.844158], [6.582660, 1.222101, -1.329285], [6.296576, 2.324122, -2.189002], [5.024886, 2.524059, -2.700703], [3.942273, 1.753587, -2.257710], [3.680623, -2.031844, -0.455249], [4.260084, -2.895435, -1.397444], [4.800035, -4.169900, -1.081534], [4.828483, -4.522770, 0.285061], [4.426781, -3.628767, 1.245055], [3.829831, -2.427703, 0.887556], [1.214094, -0.130659, -2.969633], [1.085386, 0.310763, -4.290695], [-0.070728, 1.048517, -4.369137], [-0.601673, 1.112264, -3.016777], [-1.877868, 1.806812, -2.687877], [-1.885097, 2.693021, -1.066613], [-3.668547, 2.989997, -0.742870], [-3.942535, 3.967764, 0.209828], [-5.274099, 4.253860, 0.574988], [-6.336723, 3.567210, -0.046263], [-6.035288, 2.620668, -1.058687], [-4.741331, 2.269610, -1.304097], [-1.307218, 4.350014, -1.476019], [0.087967, 4.466729, -1.438298], [0.708198, 5.706691, -1.171037], [-0.042672, 6.866863, -1.242192], [-1.421363, 6.784345, -1.525657], [-2.055245, 5.543948, -1.566349], [0.207409, 0.412664, -2.145470], [1.777078, -2.039063, -2.272849], [2.990661, -1.116679, -3.254225], [5.705269, -0.261900, -0.092530], [7.612997, 0.975684, -1.060931], [7.168347, 2.933058, -2.489050], [4.854296, 3.317608, -3.367783], [2.943737, 2.086859, -2.590860], [4.326593, -2.550722, -2.439841], [5.140350, -4.823819, -1.869594], [5.238553, -5.470706, 0.538535], [4.459401, -3.850718, 2.313415], [3.389845, -1.840241, 1.658749], [1.809728, 0.199260, -5.091996], [-0.488917, 1.592817, -5.237062], [-2.685939, 1.111045, -2.482346], [-2.220006, 2.472416, -3.504379], [-3.126840, 4.561152, 0.608767], [-5.572657, 5.012995, 1.273831], [-7.338700, 3.860636, 0.180747], [-6.776968, 2.036237, -1.590916], [-4.481540, 1.411164, -1.878920], [0.655037, 3.567507, -1.551375], [1.755062, 5.686256, -0.949998], [0.412289, 7.816784, -1.088680], [-1.956661, 7.676473, -1.734001], [-3.141605, 5.451684, -1.641340], [0.097383, 2.110758, 5.297766], [-0.070975, 1.835874, 3.833605], [-1.422420, 1.524988, 3.426984], [0.907607, 2.043312, 2.936757], [0.864982, 1.480984, 1.761416], [1.954697, 2.839754, 3.376636], [1.622253, 4.227248, 3.832076], [3.249924, 2.685520, 2.747745], [-0.295438, 1.246200, 5.878176], [-0.512837, 3.009960, 5.515087], [1.130531, 2.273298, 5.566599], [-2.156581, 2.280681, 3.751848], [-1.744329, 0.556094, 3.890684], [-1.471453, 1.312802, 2.352318], [1.756039, 1.672861, 1.225307], [0.844600, 4.742349, 3.225793], [2.543002, 4.801157, 3.657234], [1.334181, 4.239425, 4.882888], [3.479230, 1.644013, 2.671488], [3.970815, 3.166378, 3.423062], [3.298189, 3.174712, 1.748428]], "atomic_forces_ev_per_a": [[-0.96, 1.53, -2.46], [-1.23, -0.14, -1.01], [1.80, 0.51, 1.02], [-0.81, -1.41, -0.63], [0.30, 0.95, -0.57], [-0.24, -0.13, 0.37], [-0.33, 0.07, -0.56], [0.04, -0.99, -0.71], [-0.49, 0.15, -1.44], [1.97, 0.51, 0.71], [-0.29, -0.33, -0.83], [-0.48, -1.84, 1.42], [-0.61, 0.53, -2.86], [1.60, -1.32, 1.45], [0.52, -1.32, 0.62], [-0.60, 3.05, -0.03], [-0.41, -1.67, -1.60], [-0.40, 0.09, 0.28], [0.38, -0.18, -0.09], [-0.33, 0.65, 0.11], [0.66, -0.38, -0.64], [0.53, -0.18, -0.19], [0.31, 0.55, 0.55], [0.33, 0.06, 0.48], [0.28, 0.01, 0.03], [0.35, -0.41, 0.43], [0.19, 0.37, 0.16], [-0.73, 0.60, 0.99], [0.21, 0.32, 1.19], [-0.26, 0.54, 0.96], [-0.10, 0.00, 0.05], [-0.15, 0.04, 0.51], [0.31, 0.14, 0.33], [-0.71, 0.50, 0.52], [0.37, 0.39, -0.08], [-0.32, 0.03, 0.08], [-0.16, 0.48, 0.99], [0.03, -1.14, -1.22], [1.27, 0.43, 1.20], [-0.54, -0.89, -0.52], [-1.04, 1.35, -0.48], [1.36, -1.08, -0.12], [0.38, -0.59, 1.49], [-0.20, 0.18, -0.16], [1.28, -0.60, 1.46], [0.39, -0.37, -0.97], [-1.07, 1.75, 1.17], [0.52, 0.10, -1.58], [-0.70, 0.31, 0.71], [-0.31, -0.22, -0.97], [-1.11, 1.47, -0.79], [0.92, -0.71, 0.72], [-2.11, 1.55, 2.02], [0.78, 0.04, -2.50], [-0.46, 0.32, 0.48], [-0.33, -0.77, -0.23], [-0.13, -0.09, 0.36], [-1.02, 0.34, 0.15], [-0.42, -1.01, -0.96], [1.62, 0.04, -1.03], [-0.91, 0.04, 1.21], [1.77, 0.67, 0.36], [0.69, 1.31, 0.19], [-0.32, 1.14, 0.62], [-0.82, -1.15, -0.83], [-0.93, -0.69, -0.12], [1.01, -0.94, 0.05], [0.07, -0.52, 0.01], [0.12, -0.76, -0.52], [0.26, -0.20, -0.15], [0.22, -0.28, 0.31], [-0.36, 0.17, -0.50], [-0.46, 0.23, 0.18], [-0.78, -0.22, -0.07], [-0.24, 0.93, -0.74], [0.45, -0.77, 0.10], [-0.18, -0.37, 0.46], [0.13, -0.03, 0.07], [0.21, -0.63, 0.38], [0.19, -0.21, -0.35], [-0.15, 0.61, 0.56], [-0.13, -0.39, 0.19], [0.31, -0.49, 0.73], [-0.08, -0.54, -0.32], [0.32, -0.35, 0.39], [-0.11, -0.07, 0.21], [0.42, 0.26, 0.35], [-0.50, -0.08, 0.09], [-0.35, 0.29, 0.22], [-0.28, -0.31, -0.73], [0.55, -0.46, 0.34], [0.49, 0.32, -0.08], [0.27, 0.60, 0.05], [-0.54, 0.63, 0.12], [0.36, 0.32, -0.08], [-1.22, -0.12, -0.80], [-0.25, 0.44, 1.25], [-0.56, -1.62, 0.39], [0.69, 0.42, 0.25], [1.32, -0.46, -1.23], [-0.81, 0.31, 0.09], [0.34, -0.20, -0.73], [-0.10, 1.18, -0.14], [0.17, 0.55, -0.49], [0.37, -0.47, 0.28], [0.12, -0.05, -0.16], [0.39, -0.06, -0.39], [0.21, 0.73, -0.11], [-0.14, 0.69, 0.22], [-1.41, 0.10, 0.69], [0.28, -0.65, 0.25], [-0.35, -0.06, 0.43], [0.15, 0.21, -0.12], [0.28, -0.65, -0.15], [-0.01, -0.24, -0.41], [0.14, -0.28, 0.43]], "mulliken_charge": [0.98, -0.49, 0.72, -0.70, -0.71, -0.55, -0.73, 0.32, 0.15, -0.34, -0.17, -0.01, -0.64, 0.41, -0.28, -0.68, 0.31, -0.17, -0.72, -0.43, -0.56, -0.47, 0.33, 0.25, 0.38, 0.46, 0.64, 0.13, 0.36, 0.63, 0.53, 0.54, 0.36, 0.38, 0.36, 0.40, -1.06, 1.35, 0.27, -0.76, -0.61, -0.37, -0.91, -0.13, 0.08, -0.14, -0.90, -0.54, -0.66, -0.23, -0.62, -0.96, -1.59, -0.51, -0.34, 0.71, 0.64, -0.72, -0.70, -0.74, -0.61, -0.67, 0.34, -0.42, -0.83, -0.51, -0.75, -0.36, 1.92, 0.58, 0.52, 0.34, 0.41, 0.35, 0.51, 0.26, 0.22, 0.49, 0.48, 0.41, 0.37, 0.51, 0.43, 0.09, 0.55, 0.57, 0.45, 0.40, 0.60, 0.49, 0.32, 0.48, 0.44, 0.45, 0.48, -1.28, 0.46, -0.59, 0.07, 0.15, 0.14, -1.10, -1.34, 0.33, 0.38, 0.43, 0.38, 0.26, -0.09, -0.37, 0.30, 0.47, 0.31, 0.39, 0.47, 0.39], "total_charge": 1, "relative_energy_kcal_mol": 0.0, "e_lumo_ev": -3.423, "fmax_ha_per_bohr": 0.0644, "homo_ha": -0.311}

=====

[2]
{"formula": "C23H21IN3O6SW", "method": "wB97M-V/def2-TZVPD", "symbols": ["W", "C", "C", "N", "C", "C", "C", "O", "C", "C", "N", "C", "C", "C", "C", "C", "C", "I", "C", "O", "H", "H", "H", "H", "H", "H", "H", "H", "H", "H", "H", "H", "C", "C", "C", "C", "C", "C", "C", "S", "O", "O", "N", "C", "C", "O", "O", "H", "H", "H", "H", "H", "H", "H", "H", "H"], "xyz": [[0.176678, -0.502870, 0.092919], [0.471454, -2.160950, -4.313051], [1.205572, -0.925380, -3.899988], [1.783176, -0.175243, -4.817991], [2.414314, 0.951551, -4.463885], [2.564058, 1.383855, -3.165427], [3.347821, 2.635852, -2.860746], [2.656378, 3.523741, -1.996993], [1.987652, 0.577758, -2.158119], [2.276372, 0.860358, -0.768643], [2.250534, -0.030315, 0.201592], [3.008238, 0.281009, 1.374531], [4.389443, 0.148291, 1.320375], [5.158698, 0.411455, 2.442960], [4.552945, 0.810921, 3.624950], [3.174821, 0.954787, 3.686182], [2.412171, 0.687049, 2.560701], [0.352544, 0.914714, 2.618530], [1.247883, -0.535917, -2.548782], [0.571878, -1.250557, -1.638026], [0.625772, -2.328400, -5.374964], [-0.597859, -2.056847, -4.120156], [0.818942, -3.029608, -3.752022], [2.840723, 1.528598, -5.276728], [3.626398, 3.118268, -3.800006], [4.278239, 2.387999, -2.345309], [1.904182, 3.903675, -2.464190], [2.682917, 1.852100, -0.567311], [4.848498, -0.176409, 0.394941], [6.233556, 0.304394, 2.392137], [5.149089, 1.018602, 4.502638], [2.703746, 1.278375, 4.604597], [4.355862, -3.576955, 1.563865], [2.886633, -3.273986, 1.557834], [2.244000, -2.813490, 2.713752], [0.892799, -2.541539, 2.720676], [0.151632, -2.708842, 1.542555], [0.763402, -3.230210, 0.394550], [2.129246, -3.484140, 0.410492], [-1.618594, -2.489136, 1.557705], [-2.258353, -3.576453, 0.890831], [-2.012493, -2.104392, 2.877037], [-1.600947, -1.179615, 0.551109], [-2.782915, -0.584558, -0.052535], [-2.320282, 0.731006, -0.674800], [-3.026931, 1.495703, -1.246405], [-0.983932, 0.949716, -0.500216], [4.827837, -3.246951, 2.487321], [4.857674, -3.094032, 0.724410], [4.520945, -4.650971, 1.463494], [2.818528, -2.675392, 3.621521], [0.385785, -2.210969, 3.617564], [0.170582, -3.497513, -0.470647], [2.601866, -3.877170, -0.481396], [-3.573788, -0.390637, 0.673987], [-3.190893, -1.218327, -0.842321]], "atomic_forces_ev_per_a": [[-0.70, -0.57, 0.44], [0.01, 0.00, 0.01], [-0.05, 0.10, -0.08], [-0.06, -0.07, 0.00], [0.09, 0.04, 0.00], [-0.03, -0.01, -0.02], [0.02, -0.03, -0.01], [-0.02, 0.02, 0.03], [-0.13, 0.15, -0.15], [0.50, 0.12, -0.16], [0.07, 0.43, 0.17], [-0.06, -0.06, -0.11], [0.03, 0.01, 0.01], [0.00, 0.00, -0.01], [0.01, 0.00, -0.01], [-0.05, 0.01, 0.02], [0.27, -0.03, 0.09], [-0.18, 0.06, 0.01], [0.01, -0.09, -0.05], [0.23, -0.10, -0.11], [0.00, 0.00, 0.00], [0.00, 0.00, 0.00], [0.00, 0.00, 0.00], [-0.01, 0.00, 0.00], [-0.01, 0.01, 0.01], [0.00, 0.01, 0.00], [0.00, 0.01, -0.01], [0.11, -0.07, 0.04], [0.00, 0.00, 0.00], [0.00, 0.00, 0.00], [0.00, 0.00, 0.00], [-0.01, 0.00, -0.01], [0.01, 0.00, 0.01], [-0.01, 0.02, 0.02], [0.02, 0.00, 0.00], [-0.04, 0.03, 0.00], [-0.02, -0.07, 0.05], [0.08, -0.13, 0.03], [-0.01, 0.02, -0.03], [-0.03, -0.01, -0.05], [0.01, 0.00, 0.01], [0.00, 0.05, 0.00], [0.06, -0.06, -0.12], [-0.05, 0.08, 0.09], [0.10, 0.08, 0.01], [-0.03, -0.01, 0.01], [-0.08, 0.00, -0.14], [0.00, 0.00, 0.00], [-0.01, 0.00, 0.00], [0.00, 0.00, 0.00], [0.00, -0.01, 0.00], [0.00, 0.00, 0.00], [-0.05, 0.07, 0.01], [0.01, 0.00, 0.00], [0.01, 0.02, 0.00], [-0.01, -0.01, 0.01]], "lowdin_spin": [1.48, 0.00, 0.00, 0.01, 0.00, 0.01, 0.00, 0.00, 0.02, 0.04, 0.08, 0.00, 0.01, 0.00, 0.01, 0.00, 0.01, 0.01, 0.03, 0.05, 0.00, 0.00, 0.00, 0.00, 0.00, 0.00, 0.00, 0.00, 0.00, 0.00, 0.00, 0.00, 0.00, 0.02, 0.01, 0.02, 0.00, 0.02, 0.01, 0.00, 0.00, 0.00, 0.02, 0.01, 0.01, 0.02, 0.10, 0.00, 0.00, 0.00, 0.00, 0.00, 0.00, 0.00, 0.00, 0.00], "spin_multiplicity": 3, "total_charge": 1, "relative_energy_kcal_mol": 18.4, "e_lumo_ev": [-4.493, -4.898], "fmax_ha_per_bohr": 0.0195, "homo_ha": [-0.417, -0.445]}

=====

[3]
{"formula": "C5H8S2", "method": "wB97M-V/def2-TZVPD", "symbols": ["C", "C", "C", "C", "C", "S", "S", "H", "H", "H", "H", "H", "H", "H", "H"], "xyz": [[1.598513, -1.401285, 0.630799], [2.563354, -0.485478, 0.555021], [-0.672794, -0.196066, -0.100504], [-1.857953, 0.055156, -0.947798], [-0.520903, 0.514927, 0.993323], [0.344470, -1.415474, -0.691882], [2.635181, 0.795153, -0.569846], [1.371036, -2.199227, 1.295465], [3.241655, -0.573519, 1.413878], [-1.602998, -0.045707, -2.005760], [-2.223721, 1.022531, -0.744130], [-2.613693, -0.650158, -0.656866], [-1.107428, 1.412908, 1.136282], [1.427846, 1.335244, -0.607192], [0.425124, 0.616879, 1.540413]], "atomic_forces_ev_per_a": [[-1.14, 0.33, -2.67], [-0.91, -1.68, 2.26], [-0.79, 0.59, 0.07], [0.19, -0.85, -0.63], [1.59, 2.03, 0.98], [1.26, -1.13, 0.36], [1.89, 1.07, -0.95], [0.73, -0.23, 0.92], [0.38, 0.64, -0.65], [-0.27, -0.04, 0.04], [-0.50, 1.16, 0.04], [-0.58, -0.47, -0.28], [-0.60, -0.26, 0.06], [-0.72, -0.37, 0.38], [-0.54, -0.79, 0.07]], "mulliken_charge": [-0.32, -0.25, 0.81, -1.54, -1.00, -0.11, -0.19, 0.43, 0.35, 0.40, 0.36, 0.32, 0.25, 0.13, 0.34], "total_charge": 0, "relative_energy_kcal_mol": 47.5, "e_lumo_ev": 0.652, "smiles": "C=C(C)S/C=C\\S", "fmax_ha_per_bohr": 0.0575, "homo_ha": -0.307}

=====

Going through the records in order, we get electronic energy values of -5749.0671 -2267.5168 -991.6106 a.u..